# C6H9N4O2

An isolated ion of composition C6H9N4O2 and charge +1 in a non-equilibrium geometry (ωB97M-V with the def2-TZVPD basis set, the Open Molecules 2025 dataset).

Positions of all 21 atoms, in Å:
C (-0.17266, 1.19105, -1.56116)
C (-2.00389, -2.20136, -0.49381)
C (-2.08292, -0.29814, -1.95955)
C (0.95620, 0.26608, 0.10775)
C (-0.05476, -0.83550, -0.69803)
C (0.28361, 0.64256, 1.44369)
N (-2.61222, -1.40174, -1.46993)
N (-0.91918, -1.61085, 0.14823)
N (-0.80016, 0.08579, -1.46291)
N (0.86364, 1.35863, -0.82086)
O (-2.48522, -3.18889, -0.11020)
O (-2.65151, 0.41750, -2.75862)
H (-0.75479, 1.98336, -2.08882)
H (2.04929, 0.11932, 0.31848)
H (0.71135, -1.46376, -1.34897)
H (0.45556, -0.26639, 2.12123)
H (-0.76438, 0.61789, 1.41546)
H (0.66334, 1.51936, 1.87910)
H (-3.40346, -1.76651, -2.07014)
H (-0.43763, -2.37250, 0.73488)
H (1.43845, 2.20251, -0.82917)

The net charge is +1. For the energy relative to the best compared isomer or geometry (same formula, charge and spin), the calculation gives 51.4 kJ/mol. Its multiplicity is 3.

***

# C6H9N5O2

C6H9N5O2 as an isolated structure in a non-equilibrium geometry (ωB97M-V with the def2-TZVPD basis set, the Open Molecules 2025 dataset).

Positions of all 22 atoms, in Å:
C (1.95431, -0.42595, -2.15814)
C (0.02716, 0.02035, -1.12096)
C (1.11515, 0.55905, -0.50798)
C (-0.62157, 1.30356, 2.75711)
C (-1.29472, -0.23189, -0.53637)
C (-0.50557, 0.38264, 1.59973)
N (2.32033, 0.33663, -1.16575)
N (0.61020, -0.66127, -2.15898)
N (0.93112, 1.25053, 0.66750)
N (0.02689, -0.95186, 1.67170)
N (-1.56688, 0.33653, 0.76618)
O (-0.84254, 1.01686, 3.92489)
O (-0.22460, 2.61109, 2.43309)
H (2.39808, -1.00273, -2.94842)
H (-2.10482, 0.15900, -1.18602)
H (-1.48930, -1.27820, -0.51481)
H (0.26972, -1.14995, -2.99817)
H (1.71649, 1.04575, 1.25253)
H (0.68607, -1.16433, 2.44904)
H (-0.74891, -1.61773, 1.76974)
H (0.49844, 2.54456, 1.73851)
H (-2.36123, 1.04980, 0.75202)

The net charge is 0. For the energy relative to the best compared isomer or geometry (same formula, charge and spin), the calculation gives 44.5 kJ/mol. Its multiplicity is 1.

***

# C6H9N5O2

A 2-piece molecular cluster, C6H9N5O2 overall in a non-equilibrium geometry (ωB97M-V with the def2-TZVPD basis set, the Open Molecules 2025 dataset).

Positions of all 22 atoms, in Å:
C (2.55468, -1.75893, 0.61553)
C (2.13052, -1.25383, -0.57458)
C (0.47602, -0.88222, 0.86658)
C (1.60532, 2.02511, -0.21740)
C (-1.47674, 0.36446, 0.62641)
C (-3.43922, 0.30507, -0.99636)
N (1.49498, -1.50990, 1.48033)
N (0.88127, 2.51503, 0.61294)
N (2.57268, 1.70119, -0.90684)
N (-2.34003, -0.27997, -0.19244)
N (-0.63544, -0.48264, 1.33776)
O (-1.61102, 1.58422, 0.86764)
O (0.88708, -0.75857, -0.45957)
H (3.13878, -2.51184, 0.88752)
H (2.70262, -1.22060, -1.46765)
H (-3.39137, 1.38620, -0.90951)
H (-3.31205, 0.11357, -2.10584)
H (-4.32233, -0.13907, -0.61677)
H (-0.01582, 2.25386, 0.87649)
H (2.74394, 1.47518, -1.87200)
H (1.44484, -1.58122, 2.43289)
H (-2.08873, -1.34509, -0.28515)

The net charge is 0. For the energy relative to the best compared isomer or geometry (same formula, charge and spin), the calculation gives 51.3 kJ/mol. The SMILES is CNC(=O)/N=c1/[nH]cco1.N=C=N. Its multiplicity is 1.